[1]
Density functional theory data (wB97M-V/def2-TZVPD) for C4H13F2N2O4PS2 as an isolated structure.

## Properties
E_LUMO: -1.0 eV
E_tot: -51921.834 eV
HOMO: -9.12 eV
net charge: 0
HOMO-LUMO gap: 8.079 eV

Structure (XYZ):
```
28
Properties=species:S:1:pos:R:3:forces:R:3:mulliken_charge:R:1
C -3.03498 -1.12181 3.38269 -0.1 0.0 0.0 -1.09
C -1.64421 -0.84556 2.78177 0.0 0.1 0.1 -0.36
P -1.56463 -1.10973 0.95876 0.5 -0.3 0.0 0.06
N 0.01734 -2.22912 0.95712 -0.3 0.0 -0.1 -0.51
C -0.63049 0.32597 0.37057 -0.3 0.3 0.0 0.66
C -1.44834 1.25218 -0.52883 0.0 0.1 -0.1 -1.44
H -3.78262 -1.33684 2.61669 0.0 0.0 0.0 0.36
H -3.01676 -1.97217 4.06196 0.0 0.0 0.0 0.28
H -3.38918 -0.26275 3.94898 0.0 0.0 0.0 0.31
H -0.89004 -1.46607 3.27169 0.0 0.0 0.0 0.28
H -1.32809 0.18383 2.95916 -0.1 0.0 0.0 0.39
H 0.77760 -1.76613 0.45277 0.0 0.1 -0.2 0.31
H -0.20694 -3.09258 0.46824 0.1 -0.1 0.0 0.36
H 0.36887 -2.46740 1.88136 -0.1 0.0 0.1 0.37
H -0.17278 0.86110 1.20589 0.0 0.0 0.0 0.39
H 0.18528 -0.03059 -0.26191 0.0 0.0 0.0 -0.51
H -1.84366 0.69269 -1.37491 0.1 0.0 -0.1 0.37
H -2.28264 1.78164 -0.06558 0.1 -0.1 0.3 0.41
H -0.74099 1.98195 -0.91671 -0.2 0.1 -0.2 0.37
N 2.21330 1.70845 -3.22659 0.3 -0.2 0.0 -0.41
S 3.79647 1.98028 -3.15738 -0.7 -0.1 0.1 1.13
O 4.54516 1.05853 -3.93916 0.2 0.0 0.0 -0.57
O 4.24551 2.34073 -1.85605 0.1 0.1 0.0 -0.57
F 3.75379 3.31312 -3.97826 0.1 0.1 0.0 -0.23
S 1.60146 0.45033 -2.57983 0.0 0.0 -0.5 1.26
O 0.23013 0.30123 -2.96150 0.0 0.0 0.2 -0.65
O 1.90799 0.24049 -1.18452 0.1 -0.3 0.2 -0.69
F 2.33341 -0.77177 -3.28641 -0.1 0.0 0.1 -0.27
```
Forces are in eV/Å.

[2]
Density functional theory data (wB97M-V/def2-TZVPD) for a single C4H10N4O2 molecule.

## Properties
E_LUMO: 0.6 eV
SMILES: CN(CCN(C)N=O)N=O
E_tot: -14360.886 eV
HOMO: -9.14 eV
net charge: 0
HOMO-LUMO gap: 9.707 eV

Structure (XYZ):
```
20
Properties=species:S:1:pos:R:3:forces:R:3:mulliken_charge:R:1
C 1.16595 -2.56699 -0.72631 0.3 0.7 0.2 -0.86
N 0.20367 -1.51504 -1.06049 0.5 -0.5 -0.3 0.55
C -0.46488 -0.67214 -0.07124 -0.5 0.2 -2.1 -0.67
C 0.25276 0.68046 -0.10128 -0.8 0.9 1.7 -0.72
N -0.47067 1.73629 0.67560 -1.0 -0.1 -1.0 0.55
C -0.13961 2.04721 2.03040 1.2 0.4 0.7 -0.83
N -1.57658 2.36198 0.23823 0.0 -1.0 -0.9 -0.23
O -2.00672 1.98591 -0.84724 0.8 0.4 1.0 -0.43
N -0.00157 -1.34681 -2.36459 -0.9 0.2 0.0 -0.21
O -0.88420 -0.54816 -2.65146 0.8 -0.4 0.3 -0.44
H 2.10948 -2.16120 -0.33456 -0.4 0.1 0.4 0.30
H 1.49532 -3.01120 -1.65595 -0.4 -0.4 -0.2 0.34
H 0.73038 -3.28932 -0.02135 0.2 0.1 -0.3 0.30
H -1.51645 -0.57057 -0.42518 0.7 0.1 0.5 0.35
H -0.39520 -1.19257 0.85014 -0.1 -0.2 1.0 0.36
H 0.35641 1.05816 -1.11251 0.1 -0.2 -0.1 0.38
H 1.19872 0.57839 0.44868 0.0 0.1 -0.6 0.33
H -0.85056 2.77950 2.45618 0.2 -0.7 -0.3 0.34
H -0.06428 1.12325 2.62542 -0.3 0.4 0.0 0.28
H 0.85801 2.52285 2.04750 -0.3 -0.2 0.2 0.31
```
Forces are in eV/Å.

[3]
Density functional theory data (wB97M-V/def2-TZVPD) for an isolated ion of composition C2H9N3O and charge +2.

## Properties
E_LUMO: -8.3 eV
SMILES: N/C(C[NH3+])=[NH+]\O
E_tot: -8717.580 eV
HOMO: -19.13 eV
net charge: +2
HOMO-LUMO gap: 10.841 eV

Structure (XYZ):
```
15
Properties=species:S:1:pos:R:3:forces:R:3:mulliken_charge:R:1
N 0.87727 1.45521 -0.28495 0.0 1.1 -0.7 -0.33
C 0.53846 0.29677 0.20583 -1.0 -2.1 0.3 0.54
C -1.09086 -0.14793 0.66902 3.8 -0.3 -0.1 -0.49
N -2.00245 -0.16148 -0.49720 0.9 -2.6 -1.7 -0.29
N 1.45403 -0.71882 0.27620 -0.6 1.4 0.2 -0.04
O 2.79304 -0.51186 -0.14944 -3.0 1.5 -0.9 -0.36
H 0.27915 2.25137 -0.60224 0.3 -1.2 0.9 0.28
H 1.85320 1.59252 -0.55687 0.0 -0.1 0.1 0.27
H -0.83895 -1.20040 0.99856 -1.1 1.3 0.0 0.27
H -1.58157 0.51374 1.42132 1.1 -0.6 -0.2 0.39
H -1.59644 -0.06801 -1.43835 0.3 0.3 0.2 0.40
H -2.73193 0.46415 -0.41885 -1.9 2.6 0.3 0.35
H -2.55125 -1.02747 -0.62024 0.4 -0.5 0.5 0.37
H 1.25319 -1.64367 0.65753 -0.1 0.4 -0.1 0.25
H 3.34511 -1.09409 0.33969 0.9 -1.1 1.2 0.38
```
Forces are in eV/Å.

[4]
Density functional theory data (wB97M-V/def2-TZVPD) for a 2-piece molecular cluster, C5H12NO2 overall.

## Properties
E_LUMO: -4.0 eV
E_tot: -10956.033 eV
HOMO: -13.45 eV
net charge: +1
HOMO-LUMO gap: 9.408 eV

Structure (XYZ):
```
20
Properties=species:S:1:pos:R:3:forces:R:3:mulliken_charge:R:1
O 2.25300 -1.48501 0.01312 0.2 0.4 0.3 -0.43
C 1.28090 -1.32312 0.69230 -0.9 -0.6 -0.3 -0.13
C 0.68267 0.06862 0.97266 2.0 0.2 0.3 -0.02
C -0.07481 0.53753 -0.23776 -2.4 -0.5 -1.8 -0.75
C -1.59307 0.58132 -0.02907 1.1 -0.5 -0.1 0.15
C -2.32917 1.50840 -0.60032 -0.8 0.7 0.3 -0.94
N 1.95085 0.89778 1.21250 -1.0 1.0 1.2 -0.34
H 0.68313 -2.16349 1.08443 0.1 -0.1 0.0 0.44
H 0.11453 0.02249 1.89903 -0.1 0.4 -0.1 0.44
H 0.08452 -0.17129 -1.04692 0.0 -0.8 0.2 0.32
H 0.02900 1.39370 -0.91199 1.4 0.9 1.3 0.44
H -1.99910 -0.27654 0.48840 -0.4 0.1 0.2 0.27
H -1.93911 2.33530 -1.18365 0.4 -0.1 0.0 0.24
H -3.39725 1.59368 -0.44953 -0.1 -0.4 -0.1 0.27
H 2.37741 0.80744 2.14370 0.0 -0.8 -0.3 0.34
H 1.70688 1.88918 1.23324 0.1 0.1 -0.8 0.35
H 2.61394 0.64704 0.48697 0.4 0.1 -0.3 0.36
H -1.01606 -2.59424 -1.22249 -0.1 -0.1 -0.3 0.30
H -0.34572 -2.25965 -2.55692 -0.1 -0.1 -0.1 0.33
O -1.08254 -2.00916 -1.98771 0.3 0.1 0.3 -0.63
```
Forces are in eV/Å.

[5]
Density functional theory data (wB97M-V/def2-TZVPD) for a single C3H6BF3 molecule.

## Properties
E_LUMO: 0.4 eV
SMILES: CB(C)C(F)(F)F
E_tot: -12036.117 eV
HOMO: -10.46 eV
net charge: 0
HOMO-LUMO gap: 10.863 eV

Structure (XYZ):
```
13
Properties=species:S:1:pos:R:3:forces:R:3:mulliken_charge:R:1
C -0.94264 -1.34492 -0.22489 -0.9 -1.4 3.2 -0.83
B -0.23834 0.05779 -0.07010 2.6 -1.4 -0.9 0.10
C -0.86727 1.44388 0.13463 1.5 1.9 1.0 -0.74
C 1.71253 -0.03871 -0.08895 -4.1 0.4 1.4 0.56
F 2.11650 1.03995 0.61890 0.4 0.5 -0.1 -0.26
F 2.21963 0.02539 -1.29704 0.6 0.2 -1.1 -0.27
F 2.27619 -1.08875 0.53188 -0.1 -0.5 0.0 -0.26
H -0.51108 -1.89842 0.78784 -0.9 1.2 -2.2 0.25
H -0.62835 -2.03094 -0.99380 0.6 0.0 -0.4 0.33
H -2.09312 -1.54825 -0.14340 2.0 1.1 -0.1 0.29
H -1.92818 1.37462 0.01292 -0.7 0.2 0.0 0.30
H -0.45938 2.32551 -0.55596 -0.6 -1.9 1.7 0.26
H -0.65651 1.68285 1.28798 -0.3 -0.1 -2.4 0.27
```
Forces are in eV/Å.

Calculated values (kcal per mole) of relative energy (zero: lowest compared OMol25 entry of this formula, charge and spin) for the records, taken in order: 0.0 111.5 45.7 59.6 20.5.